C41H38AsCl4LuN7O7S3 as an isolated structure at a distorted geometry, computed with the ωB97M-V functional and the def2-TZVPD basis.

LUMO level	-0.0958	Ha
highest occupied orbital energy	-10.514	eV
charge	+1
gap between HOMO and LUMO	7.907	eV

```
102
Properties=species:S:1:pos:R:3:forces:R:3
Lu 0.2937 -0.2162 -0.0954 1.9843 -0.0180 0.3588
O -0.4074 1.1939 -5.9118 -0.0513 0.3605 0.0465
C -0.0651 -0.0752 -5.8993 0.1108 -0.2322 0.1244
O -0.0508 -0.7634 -6.8880 -0.0422 -0.0306 -0.0711
C 0.2997 -0.6833 -4.5804 0.0039 0.0023 0.2774
C 0.6092 -2.0267 -4.4190 -0.1266 0.5394 -0.0509
N 0.8491 -2.2286 -3.1185 0.0213 0.0950 0.1029
N 0.7245 -1.1001 -2.4074 -0.1424 0.4729 0.1164
C 0.3969 -0.1428 -3.2776 0.1609 -0.4288 -0.2791
C 0.3044 1.2728 -2.7657 -0.0705 0.0286 -0.5106
O -0.0724 2.1644 -3.5305 0.1586 -0.0570 -0.0879
O 0.6639 1.4362 -1.5673 0.0359 -0.0487 0.3374
H -0.3169 1.6497 -5.0166 0.0189 -0.3235 -0.1465
H 0.6688 -2.7983 -5.1596 0.0231 -0.1894 -0.1121
H 1.1142 -3.0887 -2.6525 -0.0618 0.2285 0.0090
S -0.5742 3.7807 3.0092 0.2606 -0.4779 -0.4806
C 0.0483 4.2722 1.4880 -0.0575 -0.1372 0.2480
C 0.2970 3.1893 0.7075 0.0442 0.6620 -0.1624
N 0.0000 1.9851 1.2807 0.0529 -0.5366 -0.2405
C -0.4610 2.1522 2.4838 -0.0976 0.3874 0.4958
H 0.1946 5.3112 1.2721 0.0725 0.1773 -0.1565
H 0.6916 3.2040 -0.2959 -0.0118 0.0146 -0.0255
H -0.7633 1.3602 3.1426 -0.0258 -0.2054 0.0345
N 7.1185 2.9142 -0.2777 -0.3502 0.0931 0.1029
C 6.7002 1.7818 -0.8685 1.1449 -0.0289 -0.2450
S 7.7503 0.8756 -1.7551 0.0747 -0.0573 -0.0437
C 5.3256 1.3165 -0.6423 -0.9216 -0.1665 0.2772
C 4.5837 1.6743 0.4852 0.1947 -0.0395 -0.3293
C 3.3158 1.1448 0.6507 -0.1658 -0.0275 0.2357
N 2.7492 0.2916 -0.2023 0.1294 0.3439 -0.0256
C 3.4738 -0.0691 -1.2654 -0.0010 -0.0276 -0.0930
C 4.7382 0.4138 -1.5289 0.0523 0.2562 0.1818
H 8.0639 3.2153 -0.4591 -0.0879 -0.0573 0.0173
H 6.4938 3.5592 0.1749 -0.0779 -0.0096 -0.0460
H 4.9930 2.3307 1.2401 -0.0530 0.0248 0.0676
H 2.7349 1.4028 1.5293 -0.0440 -0.0141 -0.0210
H 3.0262 -0.7922 -1.9330 -0.0174 0.0524 0.0479
H 5.2886 0.0956 -2.4006 -0.0379 -0.0543 -0.0402
O -1.5820 0.1982 -0.8278 0.0738 -0.0746 -0.3758
As -3.1286 0.6808 -0.5927 -2.2391 0.6322 -0.0294
C -4.3318 -0.8432 -0.8230 0.3459 0.4674 0.0406
C -4.1688 -1.6195 -1.9662 0.2275 0.2669 -0.1495
C -4.9269 -2.7652 -2.1366 0.0481 0.0426 -0.0361
C -5.8416 -3.1370 -1.1628 0.0193 0.0040 0.0532
C -6.0169 -2.3544 -0.0334 -0.0359 0.0314 0.0379
C -5.2686 -1.2006 0.1378 0.0428 0.2943 0.0377
C -3.4423 1.4443 1.1839 0.1063 -0.1640 -0.5200
C -3.6740 2.8080 1.3151 -0.0483 0.0414 -0.4058
C -3.9103 3.3537 2.5671 -0.0712 -0.0298 0.0216
C -3.9287 2.5346 3.6848 0.0121 0.0431 -0.0434
C -3.6907 1.1739 3.5563 -0.0126 -0.0443 -0.0128
C -3.4448 0.6246 2.3075 0.0179 -0.2846 -0.0849
C -3.4279 2.0108 -1.9816 0.1080 -0.3349 0.4143
C -4.4588 1.9146 -2.9081 -0.1901 -0.1682 0.2488
C -4.5132 2.8243 -3.9528 -0.1056 -0.1218 0.0119
C -3.5367 3.7995 -4.0821 0.0222 0.0060 0.0098
C -2.5093 3.8917 -3.1576 -0.0980 0.0458 0.0356
C -2.4563 2.9970 -2.1050 0.0860 -0.1149 0.3608
H -3.4410 -1.3168 -2.7162 -0.0888 -0.1377 0.0482
H -4.8041 -3.3679 -3.0245 0.0178 -0.0197 -0.0694
H -6.4196 -4.0398 -1.2874 -0.0803 -0.0745 -0.0123
H -6.7295 -2.6461 0.7227 -0.0874 -0.0102 0.0505
H -5.4120 -0.5760 1.0122 -0.0352 -0.1122 -0.0088
H -3.6856 3.4356 0.4290 0.0113 0.0276 0.1076
H -4.0832 4.4153 2.6698 -0.0371 0.0455 -0.0200
H -4.1321 2.9575 4.6568 -0.0047 0.0341 0.1033
H -3.7090 0.5405 4.4324 -0.0173 -0.0579 0.0380
H -3.2542 -0.4381 2.1965 -0.0026 0.0835 0.0657
H -5.2102 1.1371 -2.8015 0.0342 0.0912 -0.1031
H -5.3173 2.7668 -4.6711 -0.0301 -0.0413 -0.0695
H -3.5682 4.4785 -4.9205 -0.0259 0.0864 -0.0492
H -1.7411 4.6411 -3.2674 0.0812 0.0234 -0.0107
H -1.6417 3.0289 -1.3874 0.0276 0.0776 -0.1434
Cl -1.2904 -2.6394 -0.8998 -0.3757 -0.9067 -0.4408
C -1.8767 -3.9880 0.1048 0.1448 0.0645 0.0949
Cl -2.8292 -3.3634 1.4429 -0.4661 -0.3604 0.0890
H -1.0146 -4.5311 0.4942 -0.1012 0.1799 -0.0735
H -2.5181 -4.6204 -0.5078 0.1578 0.1734 0.0120
C 3.3686 -3.7341 4.8553 -0.0606 -0.0539 0.1339
C 3.6701 -3.1125 3.5413 0.4776 0.2207 -0.0774
C 4.8341 -2.4536 3.2330 -0.3049 -0.0784 -0.1615
C 4.9742 -1.9064 1.9388 0.0094 -0.1925 0.6542
N 4.0127 -1.9769 1.0443 0.1487 -0.0106 -0.2170
C 2.8873 -2.6125 1.3451 0.1060 -0.3836 0.4157
S 1.6362 -2.8087 0.2491 -0.7472 -0.4033 -0.7053
N 2.7361 -3.1985 2.5746 0.2188 0.2158 -0.2192
C 6.2344 -1.2244 1.5506 0.1278 -0.0284 -0.0833
H 4.2138 -3.6259 5.5270 0.0408 -0.0193 0.0384
H 3.1388 -4.7937 4.7436 0.0106 -0.0398 -0.0254
H 2.4992 -3.2501 5.3017 0.0056 -0.0231 0.0074
H 5.6274 -2.3714 3.9546 0.0874 -0.0061 0.1355
H 1.8470 -3.6600 2.7627 0.2144 0.1662 -0.1024
H 7.0873 -1.8406 1.8242 0.1326 -0.0084 0.0434
H 6.3187 -0.2815 2.0897 0.0549 0.0953 0.0296
H 6.2522 -1.0340 0.4821 0.0184 0.0233 -0.0236
Cl -0.2615 -3.4445 3.6070 -0.1567 -0.2687 0.2235
C -0.3612 -1.6829 3.7886 0.0288 0.2667 -0.0767
Cl 0.7729 -1.1048 5.0058 -0.1459 0.0398 0.2254
C -0.0543 -1.0370 2.4230 0.3463 -0.1875 1.0983
O -0.9865 -1.0423 1.6009 -0.5669 0.1818 -0.2383
O 1.0706 -0.5626 2.2062 0.1563 0.2425 -0.1517
H -1.3838 -1.4596 4.1040 0.2663 -0.0240 -0.0602
```
Positions in Å, forces in eV/Å.

Atomic partial charges in e from the Löwdin method, atoms 1 to 4: 1.5534, 0.1289, -0.5107, 0.1071

C38H80B2Cl2F4LiN4Na2O16P2Si2 as an isolated structure at a distorted geometry, computed with the ωB97M-V functional and the def2-TZVPD basis.

LUMO level	-0.1300	Ha
highest occupied orbital energy	-4.011	eV
charge	-1
gap between HOMO and LUMO	0.473	eV

```
153
Properties=species:S:1:pos:R:3:forces:R:3
C -1.5923 -0.5203 5.4482 0.1357 0.4926 0.4374
C -1.7638 0.9499 5.0393 -0.1193 -0.6934 -0.4828
C -2.5679 1.0255 3.7437 0.2049 0.9424 1.1574
O -2.1101 0.0483 2.7957 -0.0639 -0.3934 -0.5457
C -1.5471 0.6522 1.7006 -0.3741 1.1216 1.1747
N -1.2521 -0.2814 0.5571 -0.2852 0.2477 -0.4246
C 0.0467 0.1197 -0.0742 1.3136 0.3375 -0.6856
C 0.0573 1.6025 -0.4829 0.0036 0.3070 -0.0102
O 0.7445 2.4531 0.3988 -0.8907 -0.2382 0.5924
C 0.0300 3.6875 0.5412 0.6226 0.5298 -0.1045
C 1.3428 -0.4207 0.5922 -0.5208 0.0998 -0.5577
C 2.4854 -0.0242 -0.3921 0.5872 -0.0025 0.7963
C 3.5943 -1.0505 -0.6677 -0.0223 0.0368 -0.7911
C 3.4043 -1.7190 -2.0629 0.2177 0.3633 0.2151
C 4.4239 -1.0848 -3.0311 -0.9170 -0.6882 0.2764
N 3.9386 -0.9456 -4.4316 1.2329 -0.1683 0.1872
C 4.1042 0.4066 -4.9771 -0.6871 0.2732 -0.1304
C 4.3551 -1.8998 -5.3481 -0.0764 -0.0423 -1.1088
C 4.4854 -3.3517 -4.9464 0.7555 0.8975 0.5277
O 4.5692 -1.5947 -6.5113 -0.0998 0.0627 0.2738
P 1.9426 0.2458 2.2194 1.0590 -0.4840 0.9824
N 3.2853 -0.4709 2.6261 -0.0341 0.1412 -0.3585
C 1.1987 -1.9479 0.8160 -0.1552 0.2148 0.6808
C -0.1564 -2.2680 1.4775 1.3020 0.1173 -0.8385
P -0.2130 -3.9488 2.2861 -1.7912 -0.4816 2.0803
O 0.0124 -5.0808 1.1794 0.2682 0.4405 -0.6379
O 1.1913 -3.8951 3.1320 0.0801 0.4986 -0.5224
C -1.3775 -1.8028 0.6866 -0.0516 -1.1781 -0.6977
B -1.5514 -2.3181 -0.8631 0.6482 0.3266 -0.2430
O -2.7870 -2.0443 -1.3769 0.0271 -0.1791 0.2080
C -0.4758 -2.8691 -1.8803 -0.1724 -0.3379 -0.3993
C -0.0868 -4.3750 -1.8240 0.6392 0.7725 -0.3885
C -2.6750 -2.2760 1.3919 -0.0829 0.2500 1.1581
C -3.1615 -3.6705 1.0587 -0.5664 -0.2454 -0.3564
F -3.7310 -1.3839 1.1762 0.1517 0.1636 -0.4871
H -0.6937 -0.9544 5.0085 -0.0874 -0.1696 -0.1223
H -1.4977 -0.5742 6.5312 0.0019 -0.0574 0.0358
H -2.4682 -1.0951 5.1493 0.0390 -0.1671 0.0237
H -2.2854 1.4881 5.8329 0.0681 0.1057 0.0326
H -0.7948 1.4292 4.8764 0.0703 0.0247 0.1875
H -3.6254 0.8949 3.9699 -0.0548 -0.4571 -0.3319
H -2.4575 2.0455 3.3589 -0.0900 -0.0984 -0.3798
H -0.6498 1.1906 2.0288 0.4397 -0.3466 -0.5008
H -2.2045 1.4456 1.3251 -0.1333 -0.2323 -0.3768
H -1.9313 -0.0594 -0.1746 -0.3690 0.0895 0.3468
H 0.1171 -0.3113 -1.0771 -0.7223 -0.7316 0.2125
H -0.9797 1.9207 -0.6472 -0.0290 0.1324 0.1304
H 0.5242 1.7226 -1.4661 0.0153 -0.3024 -0.0788
H 0.1894 4.2511 -0.3785 -0.5136 0.2422 0.0106
H -1.0263 3.5426 0.7649 -0.0840 -0.0930 -0.2411
H 0.4478 4.2658 1.3617 0.2458 -0.1871 0.0601
H 2.0931 0.3036 -1.3567 -0.1440 0.0101 0.0161
H 2.9685 0.8514 0.0470 -0.0198 0.1797 -0.2229
H 3.7880 -1.7577 0.1319 -0.3416 -0.0172 0.1225
H 4.5107 -0.4664 -0.7744 0.1461 -0.0753 0.3749
H 3.4984 -2.8059 -1.9871 0.0039 -0.0388 -0.1188
H 2.4163 -1.4759 -2.4657 -0.1357 -0.1508 0.1388
H 4.6439 -0.0851 -2.6808 -0.0556 0.0890 -0.0706
H 5.3432 -1.6645 -2.9366 0.1716 0.1384 -0.3791
H 3.3230 0.5895 -5.7121 0.1198 0.0553 -0.1766
H 5.0572 0.5554 -5.4862 0.0761 -0.1262 0.0177
H 3.9834 1.1567 -4.2004 -0.0264 -0.1448 0.1917
H 4.9061 -3.9086 -5.7725 -0.1700 -0.0807 -0.1006
H 5.1404 -3.4269 -4.0793 -0.0727 -0.2908 0.0820
H 3.5311 -3.7201 -4.6551 1.2101 0.0250 -0.2928
H 0.9578 -0.0077 3.1949 -0.3988 0.1810 -0.3410
H 2.1278 1.6317 2.1850 -0.6144 0.0925 -0.2398
H 4.0238 0.2166 2.7153 0.1403 -0.1454 0.0664
H 1.4119 -2.5496 -0.0648 -0.1152 0.0825 -0.1354
H 1.9319 -2.2420 1.5722 0.2495 -0.0870 -0.2161
H -0.1464 -1.6352 2.3743 -0.3220 -0.3523 0.3087
H -0.4871 -5.8686 1.4778 0.1220 -0.0237 0.1724
H 0.9222 -4.0287 4.0490 0.2378 -0.1694 0.0796
H -2.9065 -2.5254 -2.2044 -0.1026 0.2646 -0.1504
H -0.8842 -2.7022 -2.8991 -0.2386 0.0206 0.0403
H 0.4524 -2.2866 -1.8811 0.0218 0.0262 0.3016
H 0.7892 -4.5405 -1.1952 -0.2226 -0.4986 0.2578
H 0.2355 -4.6279 -2.8342 -0.2640 -0.2787 0.0821
H -0.8983 -5.0530 -1.5819 -0.0787 0.0677 0.2378
H -2.4923 -2.2454 2.4634 0.0633 0.0776 0.0265
H -3.8036 -3.6873 0.1786 0.0915 0.2702 -0.1267
H -2.3956 -4.4251 0.8963 0.1755 0.0959 0.1521
H -3.7938 -4.0022 1.8800 0.1825 -0.1490 0.1335
C 10.3317 0.5959 -3.7472 0.6205 0.5105 0.3601
C 9.0793 -0.0727 -3.2856 -0.0643 -0.1299 -0.3044
C 7.7929 0.7123 -3.4223 -0.1629 0.0208 -0.0132
O 7.0089 0.1765 -2.3455 0.7827 0.0314 -0.0137
C 7.8602 -0.2443 -1.3761 -0.5556 -0.0039 0.2629
O 7.5648 -0.5641 -0.2858 0.1527 0.0344 0.0196
O 9.1660 -0.2378 -1.8614 0.1258 0.4326 0.0735
H 11.2041 0.0972 -3.3037 -0.0031 -0.2317 -0.2727
H 10.4729 0.5973 -4.8247 -0.0383 0.0082 -0.0090
H 10.3418 1.6524 -3.4233 -0.1324 0.0688 -0.2532
H 8.9764 -1.0575 -3.7471 -0.0019 -0.0400 0.0823
H 7.3018 0.5655 -4.3809 -0.1847 -0.1063 0.1121
H 7.9181 1.7844 -3.2427 0.1271 -0.0006 -0.0769
B -0.4832 -7.9240 5.9755 0.2605 -0.0816 0.4563
O -0.4190 -7.0489 4.7435 -0.1766 -0.1608 0.0274
C -1.4184 -7.3393 3.9578 0.2232 0.2496 -0.0723
O -1.6488 -6.8159 2.8920 -0.0323 -0.0354 -0.3692
C -2.2605 -8.4612 4.6111 -0.2001 -0.2055 0.1379
O -3.2494 -8.9534 4.1394 0.0217 0.0665 -0.0996
O -1.7021 -8.7727 5.7582 0.1357 0.2547 -0.2435
F -0.6251 -7.1437 7.1058 -0.0791 0.0679 -0.0559
F 0.6506 -8.7115 6.0608 -0.0126 -0.0349 -0.1257
C -1.4709 8.6886 -0.1704 -0.1317 0.3586 -0.0177
Si -2.9176 8.2029 -1.2943 0.3077 -0.8056 0.0198
C -2.8197 9.3418 -2.8143 -0.0633 0.3455 0.2578
C -4.5034 8.6430 -0.3519 0.1140 0.4369 -0.0286
N -2.7848 6.5799 -1.6658 -0.1990 0.0585 -0.2102
Si -3.8080 5.6826 -2.6223 0.7003 0.5423 0.6964
C -3.9023 6.2840 -4.4231 -0.3030 -0.4668 -0.1497
C -5.5781 5.5696 -1.9541 -0.1307 -0.3723 -0.4377
C -3.1332 3.9051 -2.6849 -0.2528 -0.3390 -0.3219
H -1.5126 9.7495 0.1014 0.0651 -0.0128 0.0450
H -1.4935 8.1035 0.7518 0.0072 -0.0404 -0.0202
H -0.5185 8.5064 -0.6753 -0.0063 -0.0495 -0.0008
H -2.6833 10.3872 -2.5119 0.0013 0.0088 -0.0558
H -3.7335 9.2959 -3.4119 0.0224 -0.0627 -0.0394
H -1.9745 9.0609 -3.4467 -0.0186 -0.0502 -0.0093
H -4.6558 7.9538 0.4807 -0.0023 -0.0437 -0.0309
H -5.3824 8.6065 -1.0002 -0.0099 -0.0787 0.0083
H -4.4471 9.6585 0.0579 -0.0514 -0.0133 0.0252
H -4.4743 7.2103 -4.5058 0.0668 0.0524 0.0355
H -4.3972 5.5414 -5.0629 0.0010 0.0512 -0.0488
H -2.8996 6.4537 -4.8216 0.0139 0.0611 0.0524
H -5.5693 5.3188 -0.8920 0.0332 0.0628 0.0185
H -6.1520 4.7944 -2.4779 -0.0586 0.0217 0.0455
H -6.1159 6.5106 -2.0872 0.0439 0.0431 0.0703
H -3.0938 3.4804 -1.6767 0.0093 0.0640 0.0255
H -2.1248 3.8988 -3.1117 0.0205 0.0634 0.0477
H -3.7713 3.2604 -3.3030 0.0562 -0.0844 0.0337
Na 2.0191 -4.1624 -4.2411 -2.7576 -1.8057 0.9875
Na -0.0226 -1.4250 -5.2926 -0.4238 -0.9866 0.0875
F 2.1781 -5.9880 -1.3405 0.3933 0.6942 -0.8141
O -0.1398 -4.5279 -5.1758 1.3404 1.7091 -0.0956
H -0.6256 -5.3482 -5.0808 -0.0577 0.0653 0.0931
Cl -5.5431 -6.6714 0.3066 0.0321 0.0188 0.0036
C -7.1317 -5.9435 0.6463 -0.0710 -0.0326 -0.1042
C -7.0131 -4.6025 1.3236 -0.0639 0.1021 0.0207
Cl -6.3727 -4.7403 2.9768 0.0245 0.0078 0.0164
H -7.6960 -6.6462 1.2541 0.0588 0.0005 0.0628
H -7.6413 -5.8246 -0.3092 0.0162 0.0384 -0.0070
H -7.9975 -4.1427 1.3986 -0.0214 -0.0398 0.0079
H -6.3623 -3.9304 0.7683 0.0572 -0.0418 0.0066
Li 11.0081 1.3623 -1.4528 -0.4255 -0.4755 0.1239
C -1.9490 4.0027 8.1474 0.1005 -0.0962 -0.1409
C -2.6316 2.7614 8.7841 0.0426 0.0669 -0.0304
O -2.2687 1.6435 8.3406 -0.0096 -0.0494 -0.2035
O -3.4701 3.0136 9.6710 -0.0053 -0.0096 0.0116
H -1.2275 3.7101 7.3809 0.0011 -0.0233 0.0118
H -2.7046 4.6471 7.6927 -0.0188 0.0435 0.0899
H -1.4288 4.5741 8.9188 -0.0784 0.0437 0.0219
```
Positions in Å, forces in eV/Å.

Atomic partial charges in e from the Löwdin method, atoms 1 to 4: -0.0797, -0.2067, -0.1762, -0.1219

One molecule with the formula C2H2N2O4 at a distorted geometry, computed with the ωB97M-V functional and the def2-TZVPD basis.

LUMO level	-0.0361	Ha
highest occupied orbital energy	-10.151	eV
charge	0
gap between HOMO and LUMO	9.168	eV

```
10
Properties=species:S:1:pos:R:3:forces:R:3
C -1.2186 -0.0132 0.0215 -0.1571 -2.0268 -1.0420
C 0.0358 0.8175 -0.0913 -0.4996 2.2862 0.5609
H 2.2956 0.8902 0.5855 -0.1787 -3.0872 -1.9550
H 0.6938 -1.4546 1.1277 -0.3194 -0.0305 1.3956
N 0.9247 -0.2013 -0.3070 2.6649 3.4782 0.0571
N 0.5910 -1.4295 0.1383 -2.7594 -2.1212 -2.0507
O 2.2500 -0.0437 0.0367 0.8200 3.7807 1.5566
O -0.8456 -1.3829 -0.1924 1.0741 0.9651 1.6006
O -2.3465 0.2554 0.1334 -1.1621 0.8558 0.2803
O 0.1293 2.0655 0.0080 0.5175 -4.1002 -0.4034
```
Positions in Å, forces in eV/Å.

Atomic partial charges in e from the Löwdin method, atoms 1 to 4: -0.3479, -0.2996, 0.2062, 0.1310

- What is the formula in the first record?
  C41H38AsCl4LuN7O7S3

- Among the records above, which one has the highest gap between HOMO and LUMO?
  C2H2N2O4

- Which of these has the highest highest occupied orbital energy?
  C38H80B2Cl2F4LiN4Na2O16P2Si2

- The highest LUMO level belongs to which entry?
  C2H2N2O4